<A>
Here is a 2-piece molecular cluster, C3H9N2O2 overall from the Open Molecules 2025 dataset. Energies are from ωB97M-V/def2-TZVPD.

ORCA input file:
```
! RIJCOSX wB97M-V def2-TZVPD def2/J DEFGRID3
* xyz 1 1
C -2.319 0.018 0.245
C 0.066 -0.054 -0.618
C 1.760 1.698 -0.101
N -1.203 -0.473 -0.497
N 0.461 1.161 -0.325
O -3.327 -0.591 0.167
O 0.514 -2.445 0.699
H -2.222 0.986 0.764
H 0.848 -0.782 -0.929
H 2.475 1.492 -1.010
H 1.635 2.791 -0.105
H 2.055 1.324 0.766
H -1.606 -1.336 -0.902
H -0.265 1.858 -0.212
H 0.680 -3.342 0.412
H 0.448 -2.304 1.647
*
```

Gap between HOMO and LUMO, eV: 10.7
E_HOMO, eV: -15.20

Calculated atomic charges, method Löwdin, unit e: -0.26, -0.06, -0.01, 0.11, 0.02, 0.14, -0.04, 0.15, 0.17, 0.16, 0.12, 0.05, 0.18, 0.16, 0.06, 0.06



<B>
Here is a 2-piece molecular cluster, C3H9N2O2 overall from the Open Molecules 2025 dataset. Energies are from ωB97M-V/def2-TZVPD.

ORCA input file:
```
! RIJCOSX wB97M-V def2-TZVPD def2/J DEFGRID3
* xyz 1 1
C 2.121 -1.318 0.286
C -0.518 1.098 -1.283
C -0.568 1.175 1.173
N 1.183 -2.117 0.034
N -0.286 0.400 -0.015
O 2.860 -0.493 0.447
O -0.997 -0.881 -0.151
H 0.098 2.039 -1.573
H -0.138 0.480 -2.018
H -1.558 1.296 -1.462
H -0.309 0.713 2.039
H -0.032 2.104 1.024
H -1.727 1.282 1.271
H 0.238 -1.524 -0.271
H 1.150 -3.175 -0.077
H -1.517 -1.079 0.575
*
```

Gap between HOMO and LUMO, eV: 9.8
E_HOMO, eV: -13.71

Calculated atomic charges, method Löwdin, unit e: -0.21, -0.05, -0.04, 0.23, -0.26, 0.34, 0.00, 0.15, 0.05, 0.09, 0.05, 0.11, 0.14, 0.11, 0.21, 0.09



<C>
Here is an isolated ion of composition C3H9N2O2 and charge +1 from the Open Molecules 2025 dataset. Energies are from ωB97M-V/def2-TZVPD.

ORCA input file:
```
! RIJCOSX wB97M-V def2-TZVPD def2/J DEFGRID3
* xyz 1 1
C -0.766 0.410 -1.280
N -0.282 -0.091 -0.033
C -0.774 0.798 1.165
O -0.787 -1.352 0.048
C 1.272 0.072 0.022
N 1.920 -1.069 -0.207
O 1.511 1.201 0.217
H -1.880 0.208 -1.239
H -0.408 1.448 -1.292
H -0.256 -0.222 -2.175
H -1.894 0.765 1.313
H -0.442 0.221 2.023
H -0.434 1.887 1.187
H -1.249 -1.374 0.964
H 1.531 -1.915 -0.492
H 2.940 -0.986 -0.220
*
```

SMILES: C[N+](C)(O)C(N)=O
Gap between HOMO and LUMO, eV: 12.5
E_HOMO, eV: -15.73

Calculated atomic charges, method Löwdin, unit e: 0.01, -0.35, 0.06, 0.04, -0.48, 0.27, 0.17, 0.14, 0.12, 0.18, 0.13, 0.11, 0.15, 0.18, 0.11, 0.16



It is <B> that is the least stable of them.



<A>
Here is one molecule with the formula C10H8N2 from the Open Molecules 2025 dataset. Energies are from ωB97M-V/def2-TZVPD.

ORCA input file:
```
! RIJCOSX wB97M-V def2-TZVPD def2/J DEFGRID3
* xyz 0 1
C -3.474 0.000 -0.036
C -2.809 -1.095 0.459
C -1.428 -1.063 0.508
C -0.692 -0.023 0.020
C 0.734 -0.028 -0.072
N 1.373 -0.999 -0.525
C 2.702 -1.054 -0.612
C 3.521 -0.035 -0.036
C 2.719 0.949 0.588
N 1.415 1.074 0.627
C -1.343 1.156 -0.505
C -2.828 1.063 -0.459
H -4.446 -0.032 -0.071
H -3.493 -1.962 1.038
H -0.752 -1.754 0.895
H 3.039 -1.849 -1.000
H 4.482 -0.056 0.031
H 3.231 2.093 1.048
H -0.895 1.845 -1.070
H -3.283 1.958 -0.717
*
```

SMILES: c1ccc(-c2ncccn2)cc1
Gap between HOMO and LUMO, eV: 9.3
E_HOMO, eV: -9.04

Calculated atomic charges, method Löwdin, unit e: -0.14, -0.06, -0.05, -0.19, -0.30, 0.13, -0.05, 0.00, -0.19, 0.13, 0.07, -0.05, 0.06, 0.17, 0.10, 0.04, 0.03, 0.18, 0.06, 0.08



<B>
Here is one molecule with the formula C10H8N2 from the Open Molecules 2025 dataset. Energies are from ωB97M-V/def2-TZVPD.

ORCA input file:
```
! RIJCOSX wB97M-V def2-TZVPD def2/J DEFGRID3
* xyz 0 1
C -2.275 -0.324 -0.568
C 1.209 0.078 0.643
C 1.737 1.232 1.054
C 0.747 1.826 -1.940
C -0.008 0.089 -0.238
C 1.112 2.301 0.371
C 0.178 0.524 -1.743
C -0.203 -0.281 -2.713
C -1.206 -0.225 0.333
C -1.499 -0.377 1.868
N -3.184 -0.461 -1.269
N 1.137 2.461 -0.838
H 1.418 -0.915 1.081
H 2.092 1.522 2.017
H 0.517 2.169 -2.937
H -0.589 -1.253 -2.521
H 0.042 -0.035 -3.721
H -2.186 -1.184 2.140
H -1.739 0.575 2.270
H -0.506 -0.795 2.213
*
```

Gap between HOMO and LUMO (spin up / spin down), eV: 7.4 / 7.4
E_HOMO (spin up / spin down), eV: -7.64 / -7.64

Calculated atomic charges, method Löwdin, unit e: -0.23, -0.06, -0.08, -0.05, -0.12, -0.04, -0.25, 0.06, -0.21, 0.00, 0.17, 0.10, 0.13, 0.10, 0.12, 0.07, 0.06, 0.08, 0.07, 0.08



<C>
Here is one molecule with the formula C10H8N2 from the Open Molecules 2025 dataset. Energies are from ωB97M-V/def2-TZVPD.

ORCA input file:
```
! RIJCOSX wB97M-V def2-TZVPD def2/J DEFGRID3
* xyz 0 1
C 1.132 -3.203 0.075
C 1.237 -2.401 1.184
C 0.832 -1.104 1.117
C 0.209 -0.597 -0.029
C -0.300 0.862 -0.037
N -1.194 1.216 0.851
C -1.680 2.360 0.880
C -1.271 3.321 -0.005
C -0.260 2.938 -0.983
N 0.214 1.623 -0.991
C 0.131 -1.331 -1.149
C 0.575 -2.681 -1.164
H 1.504 -4.235 0.024
H 1.388 -2.690 2.286
H 0.934 -0.554 2.001
H -2.342 2.658 1.528
H -1.720 4.395 -0.100
H 0.225 3.747 -1.541
H -0.157 -1.010 -2.185
H 0.541 -3.313 -1.763
*
```

SMILES: c1ccc(-c2ncccn2)cc1
Gap between HOMO and LUMO, eV: 9.7
E_HOMO, eV: -9.03

Calculated atomic charges, method Löwdin, unit e: -0.05, -0.12, -0.05, -0.16, -0.30, 0.14, -0.19, -0.03, -0.05, 0.13, -0.04, 0.00, 0.10, 0.14, 0.09, 0.06, 0.13, 0.10, 0.13, -0.03



It is <B> that is the least stable of them.



<A>
Here is one molecule with the formula C5H7N from the Open Molecules 2025 dataset. Energies are from ωB97M-V/def2-TZVPD.

ORCA input file:
```
! RIJCOSX wB97M-V def2-TZVPD def2/J DEFGRID3
* xyz 0 1
C 0.759 0.412 -2.506
C 0.113 0.622 -1.212
C -0.411 0.584 -0.125
C -1.014 0.002 1.060
C -0.085 -0.893 1.797
N -0.662 0.270 2.450
H 0.845 1.314 -3.115
H 0.179 -0.328 -3.070
H 1.759 -0.011 -2.363
H -2.055 -0.285 0.938
H 0.952 -0.823 1.469
H -0.399 -1.880 2.121
H 0.019 1.015 2.554
*
```

SMILES: CC#C[C@H]1CN1
Gap between HOMO and LUMO, eV: 9.9
E_HOMO, eV: -8.96

Calculated atomic charges, method Löwdin, unit e: -0.11, -0.08, 0.00, -0.34, -0.15, 0.02, 0.07, 0.08, 0.08, 0.13, 0.11, 0.10, 0.09



<B>
Here is one molecule with the formula C5H7N from the Open Molecules 2025 dataset. Energies are from ωB97M-V/def2-TZVPD.

ORCA input file:
```
! RIJCOSX wB97M-V def2-TZVPD def2/J DEFGRID3
* xyz 0 1
C 0.308 -0.541 -1.180
C -0.134 -1.324 -0.195
C -0.418 -0.602 1.066
N 0.531 0.367 1.643
C -0.403 0.865 0.671
C 0.114 0.919 -0.893
H 0.872 -0.945 -2.015
H -0.386 -2.367 -0.323
H -0.938 -1.169 1.846
H 1.439 0.402 1.196
H -1.193 1.558 0.967
H -0.750 1.361 -1.393
H 0.957 1.475 -1.390
*
```

SMILES: C1=C[C@H]2N[C@H]2C1
Gap between HOMO and LUMO, eV: 9.9
E_HOMO, eV: -8.78

Calculated atomic charges, method Löwdin, unit e: -0.12, -0.08, -0.25, 0.04, -0.22, -0.12, 0.10, 0.10, 0.13, 0.10, 0.12, 0.09, 0.12



<C>
Here is C5H7N as an isolated structure from the Open Molecules 2025 dataset. Energies are from ωB97M-V/def2-TZVPD.

ORCA input file:
```
! RIJCOSX wB97M-V def2-TZVPD def2/J DEFGRID3
* xyz 0 1
C -0.157 -1.779 -1.228
C 0.371 -0.239 -0.177
C 0.198 0.973 0.811
C 1.006 -1.637 -0.278
C -0.913 2.012 0.738
N -0.576 -0.489 -1.158
H -0.409 -2.413 -2.125
H 0.817 0.735 1.737
H 1.170 -2.385 0.598
H 2.060 -1.487 -0.879
H -1.946 1.539 0.886
H -0.815 2.356 -0.342
H -0.806 2.814 1.415
*
```

Gap between HOMO and LUMO (spin up / spin down), eV: 8.0 / 8.1
E_HOMO (spin up / spin down), eV: -7.98 / -8.03

Calculated atomic charges, method Löwdin, unit e: -0.13, -0.31, -0.06, -0.14, -0.14, 0.08, 0.11, 0.09, 0.12, 0.15, 0.10, 0.09, 0.04



<D>
Here is one molecule with the formula C5H7N from the Open Molecules 2025 dataset. Energies are from ωB97M-V/def2-TZVPD.

ORCA input file:
```
! RIJCOSX wB97M-V def2-TZVPD def2/J DEFGRID3
* xyz 0 1
C -1.392 -0.624 1.335
C -1.852 -1.807 1.588
C -0.054 -0.855 0.568
N 0.449 0.474 0.305
C -0.042 1.079 -0.918
C 1.357 0.584 -0.811
H -1.715 0.402 1.534
H 0.691 -1.390 1.173
H -0.228 -1.430 -0.364
H -0.272 2.139 -0.865
H -0.724 0.489 -1.534
H 2.186 1.268 -0.657
H 1.597 -0.330 -1.354
*
```

Gap between HOMO and LUMO, eV: 9.6
E_HOMO, eV: -9.70

Calculated atomic charges, method Löwdin, unit e: -0.23, 0.16, -0.26, -0.15, -0.14, -0.14, 0.11, 0.12, 0.11, 0.10, 0.11, 0.10, 0.11



It is <D> that is the least stable of them.



<A>
Here is one molecule with the formula C5H7N from the Open Molecules 2025 dataset. Energies are from ωB97M-V/def2-TZVPD.

ORCA input file:
```
! RIJCOSX wB97M-V def2-TZVPD def2/J DEFGRID3
* xyz 0 1
C 0.715 -1.294 0.049
C -0.677 -0.999 -0.349
C -2.033 -1.017 0.515
N -2.604 -0.045 -0.043
C -1.325 0.325 -0.366
C -0.741 1.583 0.097
H 1.122 -0.770 0.961
H 1.429 -1.013 -0.656
H 0.938 -2.386 0.094
H -1.134 -1.650 -1.252
H 0.368 1.539 -0.078
H -0.882 1.672 1.269
H -1.400 2.417 -0.356
*
```

SMILES: C[C@H]1C2=N[C@@]21C
Gap between HOMO and LUMO, eV: 9.1
E_HOMO, eV: -8.42

Calculated atomic charges, method Löwdin, unit e: -0.09, -0.28, -0.02, 0.06, -0.39, -0.05, 0.10, 0.05, 0.10, 0.18, 0.09, 0.13, 0.12



<B>
Here is C5H7N as an isolated structure from the Open Molecules 2025 dataset. Energies are from ωB97M-V/def2-TZVPD.

ORCA input file:
```
! RIJCOSX wB97M-V def2-TZVPD def2/J DEFGRID3
* xyz 0 1
C -1.468 -0.691 0.172
C -0.401 -0.089 -0.703
C 1.162 0.615 0.241
C 0.966 -0.669 -0.516
C -0.117 1.473 -0.241
N -0.658 2.496 -0.015
H -1.106 -0.988 1.169
H -2.290 0.018 0.277
H -1.851 -1.602 -0.317
H 1.113 0.537 1.322
H 1.995 1.206 -0.129
H 1.050 -1.541 0.132
H 1.604 -0.765 -1.391
*
```

Gap between HOMO and LUMO (spin up / spin down), eV: 7.7 / 7.6
E_HOMO (spin up / spin down), eV: -8.13 / -8.10

Calculated atomic charges, method Löwdin, unit e: -0.08, -0.13, -0.11, -0.18, -0.40, 0.16, 0.09, 0.08, 0.10, 0.13, 0.13, 0.11, 0.11



It is <A> that is the least stable of them.



<A>
Here is one molecule with the formula C5H7N from the Open Molecules 2025 dataset. Energies are from ωB97M-V/def2-TZVPD.

ORCA input file:
```
! RIJCOSX wB97M-V def2-TZVPD def2/J DEFGRID3
* xyz 0 1
C 0.921 -1.340 -2.068
C 0.395 -0.394 -1.103
C -0.348 0.319 -0.477
C -0.903 1.137 0.565
C -0.819 0.546 1.924
N 0.096 1.610 1.531
H -0.006 -1.622 -2.565
H 1.355 -2.244 -1.633
H 1.640 -0.889 -2.761
H -1.697 1.833 0.313
H -0.457 -0.479 1.989
H -1.552 0.835 2.669
H 0.986 1.203 1.244
*
```

SMILES: CC#C[C@H]1CN1
Gap between HOMO and LUMO, eV: 9.9
E_HOMO, eV: -8.96

Calculated atomic charges, method Löwdin, unit e: -0.11, -0.09, -0.01, -0.34, -0.15, 0.02, 0.08, 0.08, 0.08, 0.13, 0.11, 0.10, 0.09



<B>
Here is one molecule with the formula C5H7N from the Open Molecules 2025 dataset. Energies are from ωB97M-V/def2-TZVPD.

ORCA input file:
```
! RIJCOSX wB97M-V def2-TZVPD def2/J DEFGRID3
* xyz 0 1
C 1.893 0.047 0.189
C 0.400 -0.034 0.082
C -0.534 0.901 0.319
C -1.866 0.318 -0.042
N -1.623 -1.063 -0.432
C -0.351 -1.219 -0.375
H 2.204 0.681 1.025
H 2.337 -0.944 0.327
H 2.322 0.470 -0.728
H -0.375 1.911 0.682
H -2.299 0.832 -0.912
H -2.617 0.371 0.756
H 0.112 -2.167 -0.651
*
```

SMILES: CC1=CCN=C1
Gap between HOMO and LUMO, eV: 10.4
E_HOMO, eV: -9.33

Calculated atomic charges, method Löwdin, unit e: -0.06, -0.27, -0.03, -0.23, 0.03, -0.14, 0.08, 0.07, 0.08, 0.11, 0.13, 0.12, 0.11



It is <A> that is the least stable of them.



<A>
Here is a 4-piece molecular cluster, C4H15NO3 overall from the Open Molecules 2025 dataset. Energies are from ωB97M-V/def2-TZVPD.

ORCA input file:
```
! RIJCOSX wB97M-V def2-TZVPD def2/J DEFGRID3
* xyz 0 1
C 0.945 -1.722 -1.139
C 0.587 -0.583 -0.511
C 1.449 0.172 0.406
N -0.776 -0.208 -0.762
C -1.268 1.019 -0.086
H 1.861 -2.209 -0.913
H 0.589 -2.261 -1.988
H 2.095 -0.483 0.972
H 0.965 0.688 1.296
H 2.113 0.945 -0.004
H -1.099 -0.171 -1.721
H -1.312 0.782 0.972
H -2.185 1.461 -0.532
H -0.599 1.926 -0.173
O -0.844 -1.694 2.079
H -0.863 -1.875 1.109
H -1.682 -2.051 2.405
O -1.100 1.004 2.832
H -0.510 0.257 2.966
H -1.372 1.493 3.608
O 1.345 0.948 -3.715
H 1.093 1.354 -2.869
H 0.568 1.207 -4.232
*
```

SMILES: C=C(C)NC.O.O.O
Gap between HOMO and LUMO, eV: 8.4
E_HOMO, eV: -7.81

Calculated atomic charges, method Löwdin, unit e: 0.03, -0.43, -0.06, -0.07, -0.12, 0.04, 0.05, 0.08, 0.08, 0.09, 0.11, 0.02, 0.08, 0.08, -0.06, 0.05, 0.05, -0.08, 0.02, 0.05, -0.06, 0.03, 0.04



<B>
Here is a 4-piece molecular cluster, C4H15NO3 overall from the Open Molecules 2025 dataset. Energies are from ωB97M-V/def2-TZVPD.

ORCA input file:
```
! RIJCOSX wB97M-V def2-TZVPD def2/J DEFGRID3
* xyz 0 1
C -0.954 1.322 1.850
C -1.749 1.060 0.817
C -1.577 -0.237 0.094
N -1.224 -0.103 -1.330
C -0.289 -1.104 -1.849
H -1.019 2.106 2.592
H -0.130 0.624 1.980
H -2.464 1.874 0.628
H -2.504 -0.836 0.237
H -0.887 -0.894 0.631
H -2.068 -0.172 -1.882
H 0.212 -1.726 -1.083
H 0.492 -0.559 -2.403
H -0.698 -1.884 -2.509
O 0.908 1.874 -0.659
H 0.190 1.630 -1.266
H 0.450 2.192 0.137
O 1.993 0.148 0.843
H 1.784 0.925 0.244
H 2.738 -0.335 0.453
O 1.703 -2.506 0.346
H 1.721 -2.829 1.256
H 1.209 -1.677 0.435
*
```

SMILES: C=CCNC.O.O.O
Gap between HOMO and LUMO, eV: 10.2
E_HOMO, eV: -9.40

Calculated atomic charges, method Löwdin, unit e: -0.02, -0.17, -0.24, -0.12, -0.11, 0.06, 0.05, 0.11, 0.12, 0.10, 0.10, 0.05, 0.08, 0.08, -0.06, 0.05, 0.04, -0.12, 0.00, 0.05, -0.08, 0.05, -0.02



It is <A> that is the least stable of them.